Entry 1:
{"formula": "C5H6O", "method": "ωB97M-V with the def2-TZVPD basis set", "species": ["C", "C", "C", "C", "C", "O", "H", "H", "H", "H", "H", "H"], "xyz": [[2.400, 0.465, -0.211], [1.481, -0.257, 0.076], [0.264, -1.026, 0.361], [-0.805, 0.037, 0.571], [-1.404, 0.661, -0.600], [-2.175, -0.163, 0.272], [3.247, 1.054, -0.483], [0.405, -1.675, 1.234], [0.044, -1.671, -0.499], [-0.633, 0.636, 1.465], [-1.227, 0.206, -1.574], [-1.598, 1.732, -0.610]], "forces_ev_per_angstrom": [[-0.2, -0.4, 0.1], [0.5, 0.2, -0.2], [0.0, 0.0, 0.0], [0.2, 0.1, 0.1], [0.1, 0.2, -0.2], [0.0, -0.3, 0.1], [-0.1, 0.0, 0.1], [-0.1, 0.2, -0.1], [-0.1, 0.1, 0.2], [0.0, 0.0, -0.2], [0.1, 0.2, 0.1], [-0.2, -0.2, 0.1]], "lowdin_charge": [0.1180, -0.1490, -0.1521, -0.3267, -0.1163, -0.0288, 0.0249, 0.1203, 0.1279, 0.1492, 0.1191, 0.1135], "energy_ha": -269.241045, "de_lowest_kcal_mol": 66.0, "smiles": "C#CC[C@H]1CO1", "homo_ev": -10.2, "lumo_energy_ev": 1.052, "homo_lumo_gap_ev": 11.2}

***

Entry 2:
{"formula": "C5H6O", "method": "ωB97M-V with the def2-TZVPD basis set", "species": ["C", "C", "C", "C", "C", "O", "H", "H", "H", "H", "H", "H"], "xyz": [[1.124, -0.816, 0.944], [0.918, 0.047, -0.286], [1.970, 0.676, -0.740], [-0.440, 0.108, -0.907], [-1.548, 0.768, -0.216], [-0.925, 1.358, -1.348], [2.180, -0.880, 1.221], [0.572, -0.396, 1.791], [0.751, -1.827, 0.756], [-0.676, -0.720, -1.575], [-1.360, 1.270, 0.731], [-2.565, 0.412, -0.373]], "forces_ev_per_angstrom": [[0.1, -0.1, 0.2], [0.5, 0.3, -0.2], [-0.5, -0.3, 0.3], [0.0, -0.2, 0.0], [-0.2, 0.0, 0.2], [0.0, 0.1, -0.1], [-0.1, 0.0, 0.0], [0.1, 0.0, -0.1], [0.1, 0.1, 0.0], [0.1, 0.0, 0.1], [0.0, 0.0, -0.1], [0.1, 0.1, 0.0]], "lowdin_charge": [-0.0638, -0.4209, 0.2787, -0.2995, -0.1028, -0.0243, 0.0763, 0.0839, 0.0878, 0.1511, 0.1197, 0.1139], "energy_ha": -269.170082, "de_lowest_kcal_mol": 110.5, "homo_ev": -10.0, "lumo_energy_ev": -0.305, "homo_lumo_gap_ev": 9.7}

***

Entry 3:
{"formula": "C5H6O", "method": "ωB97M-V with the def2-TZVPD basis set", "species": ["C", "C", "C", "C", "C", "O", "H", "H", "H", "H", "H", "H"], "xyz": [[1.524, -0.751, 1.512], [1.183, -0.535, 0.112], [0.589, -0.172, -0.876], [-0.651, 0.430, -1.339], [-1.885, -0.218, -0.869], [-1.402, 0.952, -0.239], [2.432, -0.233, 1.827], [0.673, -0.287, 2.026], [1.564, -1.802, 1.805], [-0.674, 1.064, -2.221], [-1.781, -1.142, -0.299], [-2.820, -0.095, -1.409]], "forces_ev_per_angstrom": [[0.1, 0.0, 0.1], [-0.3, 0.2, -0.4], [0.2, -0.1, 0.7], [0.1, 0.0, -0.2], [-0.3, -0.2, -0.1], [-0.2, 0.2, 0.1], [0.0, -0.1, -0.1], [0.2, -0.1, 0.2], [0.1, 0.1, -0.1], [0.1, -0.2, 0.0], [0.0, 0.2, -0.1], [0.1, 0.0, -0.1]], "lowdin_charge": [-0.0881, -0.0710, 0.0159, -0.3021, -0.1213, -0.0411, 0.0773, 0.0915, 0.0768, 0.1345, 0.1184, 0.1092], "energy_ha": -269.226798, "de_lowest_kcal_mol": 75.0, "smiles": "CC#C[C@H]1CO1", "homo_ev": -9.5, "lumo_energy_ev": 1.051, "homo_lumo_gap_ev": 10.5}

***

Entry 4:
{"formula": "C5H6O", "method": "ωB97M-V with the def2-TZVPD basis set", "species": ["C", "C", "O", "C", "C", "C", "H", "H", "H", "H", "H", "H"], "xyz": [[0.587, -1.511, 0.162], [0.238, -0.138, -0.270], [1.161, 0.510, -0.884], [-1.099, 0.485, -0.075], [-0.602, 1.682, 0.619], [0.181, 2.566, 1.040], [0.377, -2.183, -0.682], [-0.039, -1.822, 1.000], [1.647, -1.587, 0.412], [-1.743, -0.170, 0.521], [-1.597, 0.689, -1.035], [0.889, 1.479, -0.808]], "forces_ev_per_angstrom": [[0.0, 0.0, 0.1], [0.2, -0.2, -0.2], [-0.3, -0.1, 0.2], [0.0, -0.1, 0.0], [0.4, 0.7, 0.4], [-0.6, -0.7, -0.3], [0.0, 0.1, 0.1], [0.1, 0.1, -0.1], [-0.1, 0.0, -0.1], [0.1, 0.1, -0.1], [0.1, 0.0, 0.1], [0.0, 0.0, 0.0]], "lowdin_charge": [0.0312, -0.2918, 0.1383, -0.1825, -0.3308, -0.0732, 0.1178, 0.1033, 0.1048, 0.1177, 0.1316, 0.1336], "energy_ha": -269.163518, "de_lowest_kcal_mol": 114.7, "homo_ev": -8.6, "lumo_energy_ev": -1.018, "homo_lumo_gap_ev": 7.6}

***

Entry 5:
{"formula": "C5H6O", "method": "ωB97M-V with the def2-TZVPD basis set", "species": ["C", "C", "O", "C", "C", "C", "H", "H", "H", "H", "H", "H"], "xyz": [[1.360, 0.327, 0.645], [0.124, 0.626, -0.180], [-0.012, -0.258, -1.307], [-1.206, 0.285, 0.369], [-1.706, -0.984, 0.220], [-0.922, -1.325, -0.841], [1.308, -0.694, 1.017], [1.413, 1.007, 1.495], [2.261, 0.455, 0.042], [0.161, 1.658, -0.540], [-1.865, 1.044, 0.648], [-0.916, -2.141, -1.567]], "forces_ev_per_angstrom": [[0.0, -0.1, 0.0], [-0.8, -0.4, -0.6], [0.4, -2.8, -0.5], [-0.6, -0.2, 1.7], [0.6, 0.2, -0.3], [1.5, 2.0, -1.6], [0.1, 0.0, 0.0], [0.0, 0.0, 0.0], [-0.1, 0.0, 0.0], [-0.2, -0.1, -0.1], [-0.9, 1.4, 0.9], [0.1, 0.1, 0.4]], "lowdin_charge": [-0.0217, -0.3615, -0.1044, -0.0523, -0.0242, -0.0491, 0.0897, 0.0854, 0.0864, 0.1537, 0.0858, 0.1122], "energy_ha": -269.185290, "de_lowest_kcal_mol": 101.0, "homo_ev": [-8.6, -8.6], "lumo_energy_ev": [-0.812, -0.812], "homo_lumo_gap_ev": [7.8, 7.8]}

***

Entry 6:
{"formula": "C5H6O", "method": "ωB97M-V with the def2-TZVPD basis set", "species": ["C", "C", "O", "C", "C", "C", "H", "H", "H", "H", "H", "H"], "xyz": [[-0.442, -2.038, 0.633], [0.137, -0.718, 0.279], [0.187, -0.365, -0.956], [0.454, 0.871, -1.403], [0.342, 1.952, -0.528], [0.172, 2.846, 0.279], [-1.026, -2.440, -0.200], [-1.114, -1.911, 1.490], [0.311, -2.783, 0.924], [0.480, 0.003, 1.014], [0.540, 0.929, -2.475], [-0.043, 3.653, 0.943]], "forces_ev_per_angstrom": [[0.0, 0.0, 0.0], [-0.1, -0.1, 1.4], [0.1, -0.1, -1.3], [-0.1, 0.4, 0.2], [0.0, 0.2, 0.1], [0.0, -0.2, -0.3], [0.1, 0.0, 0.1], [0.1, -0.1, -0.1], [0.0, 0.1, -0.1], [-0.1, -0.1, 0.0], [0.0, 0.0, 0.1], [0.1, -0.2, -0.1]], "lowdin_charge": [-0.0627, -0.1846, -0.0166, -0.1602, -0.1685, 0.1126, 0.0825, 0.0780, 0.0766, 0.1162, 0.1049, 0.0218], "energy_ha": -269.178658, "de_lowest_kcal_mol": 105.2, "homo_ev": [-7.0, -7.2], "lumo_energy_ev": [0.225, 0.946], "homo_lumo_gap_ev": [7.2, 8.2]}

***

Entry 7:
{"formula": "C5H6O", "method": "ωB97M-V with the def2-TZVPD basis set", "species": ["C", "C", "C", "C", "C", "O", "H", "H", "H", "H", "H", "H"], "xyz": [[1.977, -1.196, -0.611], [1.010, -0.721, -0.074], [-0.176, -0.099, 0.532], [-0.164, 1.421, 0.324], [-1.424, -0.725, -0.102], [-1.834, -0.415, -1.190], [2.837, -1.610, -1.089], [-0.187, -0.334, 1.604], [0.743, 1.852, 0.756], [-0.191, 1.646, -0.745], [-1.035, 1.881, 0.801], [-1.942, -1.496, 0.503]], "forces_ev_per_angstrom": [[-0.4, 0.2, 0.2], [0.4, -0.2, -0.2], [0.1, 0.0, 0.0], [0.0, 0.1, 0.0], [-0.1, 0.1, -0.4], [0.1, -0.1, 0.5], [-0.2, 0.1, 0.1], [0.0, 0.0, -0.2], [-0.1, -0.1, -0.1], [0.0, 0.0, 0.2], [0.1, -0.1, -0.1], [0.1, 0.0, -0.1]], "lowdin_charge": [0.1317, -0.1159, -0.3504, -0.0607, -0.2263, 0.0732, 0.0293, 0.1377, 0.0843, 0.0865, 0.0841, 0.1266], "energy_ha": -269.275487, "de_lowest_kcal_mol": 44.4, "smiles": "C#C[C@@H](C)C=O", "homo_ev": -9.8, "lumo_energy_ev": 0.852, "homo_lumo_gap_ev": 10.7}

***

Entry 8:
{"formula": "C5H6O", "method": "ωB97M-V with the def2-TZVPD basis set", "species": ["C", "C", "C", "C", "O", "C", "H", "H", "H", "H", "H", "H"], "xyz": [[-2.193, 0.019, 0.007], [-0.702, -0.029, -0.027], [0.207, 1.140, 0.021], [1.462, 0.639, -0.001], [1.478, -0.707, -0.005], [0.137, -1.056, -0.002], [-2.553, -0.682, -0.792], [-2.693, -0.209, 1.045], [-2.484, 1.055, -0.376], [-0.040, 2.205, 0.098], [2.461, 1.126, -0.050], [0.013, -2.120, 0.128]], "forces_ev_per_angstrom": [[-1.2, 0.3, -0.3], [0.8, 2.1, 0.9], [-0.3, -0.2, -0.1], [1.2, 1.2, -0.1], [-1.3, 0.2, -0.1], [1.2, -2.0, 0.2], [-0.1, 0.4, 1.0], [1.0, 0.5, -2.1], [0.1, -1.3, 0.8], [0.0, -0.7, -0.2], [-1.1, -0.5, 0.1], [-0.3, 0.0, -0.3]], "lowdin_charge": [-0.0689, -0.2965, -0.0294, -0.1609, -0.0047, -0.0976, 0.0823, 0.1124, 0.0893, 0.1107, 0.1342, 0.1291], "energy_ha": -269.320521, "de_lowest_kcal_mol": 16.1, "smiles": "Cc1ccoc1", "homo_ev": -8.8, "lumo_energy_ev": 1.082, "homo_lumo_gap_ev": 9.9}

***

Entry 9:
{"formula": "C5H6O", "method": "ωB97M-V with the def2-TZVPD basis set", "species": ["C", "C", "C", "C", "C", "O", "H", "H", "H", "H", "H", "H"], "xyz": [[0.768, 1.915, -0.058], [0.694, 0.779, -0.632], [0.482, -0.441, -0.906], [-0.531, -1.316, -0.168], [-0.649, -0.737, 1.198], [-1.203, 0.304, 1.339], [0.031, 2.682, -0.438], [1.429, 2.284, 0.661], [0.589, -0.855, -1.958], [-1.339, -1.003, -0.737], [-0.267, -2.331, -0.348], [-0.004, -1.281, 2.048]], "forces_ev_per_angstrom": [[-1.9, 2.7, -1.4], [1.0, 0.2, 0.7], [-0.5, -2.5, -2.9], [1.4, 1.1, 0.3], [1.6, -2.0, 1.0], [-0.7, 0.6, 0.9], [0.6, -0.8, 0.7], [1.3, 0.1, 0.8], [0.8, 0.6, 1.4], [-2.4, -0.2, -0.7], [0.0, -0.9, 0.5], [-1.3, 1.1, -1.2]], "lowdin_charge": [0.0222, -0.1551, -0.1212, -0.1471, -0.2991, 0.0637, 0.0995, 0.0482, 0.1344, 0.0958, 0.1023, 0.1565], "energy_ha": -269.240976, "de_lowest_kcal_mol": 66.1, "smiles": "C=C=CCC=O", "homo_ev": -9.5, "lumo_energy_ev": 0.967, "homo_lumo_gap_ev": 10.5}

***

Entry 10:
{"formula": "C5H6O", "method": "ωB97M-V with the def2-TZVPD basis set", "species": ["C", "C", "C", "O", "C", "C", "H", "H", "H", "H", "H", "H"], "xyz": [[-0.279, -0.260, -2.530], [-0.120, -0.114, -1.344], [0.168, -0.217, 0.076], [0.811, -1.424, 0.389], [0.630, 0.938, 0.907], [-0.736, 0.353, 1.142], [-0.390, -0.407, -3.581], [0.265, -2.128, 0.012], [1.418, 0.695, 1.614], [0.700, 1.918, 0.446], [-0.859, -0.289, 2.010], [-1.607, 0.935, 0.859]], "forces_ev_per_angstrom": [[0.1, 0.1, 0.5], [0.0, -0.1, -0.4], [-0.1, 0.2, -0.1], [-0.1, -0.2, 0.0], [0.2, 0.1, 0.0], [-0.2, 0.0, 0.1], [0.0, 0.1, 0.2], [0.2, 0.0, 0.1], [-0.1, 0.0, -0.1], [0.0, -0.2, 0.0], [0.0, 0.1, -0.1], [0.2, -0.1, 0.0]], "lowdin_charge": [0.1288, -0.0459, -0.5498, 0.0163, -0.0619, -0.0606, 0.0272, 0.1074, 0.1123, 0.1104, 0.1088, 0.1072], "energy_ha": -269.250953, "de_lowest_kcal_mol": 59.8, "smiles": "C#CC1(O)CC1", "homo_ev": -9.5, "lumo_energy_ev": 1.006, "homo_lumo_gap_ev": 10.5}